[1]
{
  "formula": "C27H21BBrCrF8NPS",
  "method": "the ωB97M-V functional and the def2-TZVPD basis",
  "total_charge": 2,
  "homo_lumo_gap_ev": [6.28, 8.29],
  "lumo_ev": [-8.508, -6.459],
  "spin_multiplicity": 4,
  "molar_mass_g_mol": 717.21,
  "symbols": ["Cr", "F", "C", "C", "F", "C", "F", "C", "P", "C", "C", "C", "C", "C", "C", "C", "C", "C", "C", "C", "C", "C", "Br", "C", "F", "H", "H", "H", "H", "H", "H", "H", "H", "H", "H", "C", "S", "C", "H", "H", "H", "H", "H", "H", "N", "C", "C", "C", "C", "C", "C", "C", "H", "H", "H", "H", "H", "F", "B", "F", "F", "F"],
  "positions_angstrom": [[-0.44296, -0.41396, 0.40276], [3.00650, 5.79839, 1.73701], [2.52814, 4.75214, 1.10993], [2.40695, 4.75681, -0.27410], [2.78585, 5.80717, -0.96579], [1.87961, 3.64851, -0.92148], [1.78274, 3.67170, -2.24564], [1.46879, 2.52210, -0.21926], [0.79599, 1.04854, -1.06653], [-0.32486, 1.69946, -2.31109], [-0.35360, 1.21526, -3.61750], [-1.28820, 1.72113, -4.50763], [-2.20598, 2.67443, -4.09016], [-2.19725, 3.13244, -2.77808], [-1.26549, 2.64034, -1.88269], [2.31587, 0.33910, -1.75197], [2.95453, -0.62504, -0.96511], [4.11665, -1.22752, -1.40937], [4.63685, -0.87996, -2.65079], [4.01316, 0.08578, -3.42503], [2.85662, 0.71035, -2.97769], [1.65307, 2.52632, 1.15689], [1.23149, 0.95694, 2.15065], [2.15763, 3.62090, 1.82860], [2.29046, 3.59623, 3.14499], [0.35845, 0.46485, -3.93638], [-1.29524, 1.36034, -5.52731], [-2.94663, 3.04547, -4.78548], [-2.91422, 3.87244, -2.45007], [-1.25764, 2.98661, -0.85469], [2.53147, -0.90908, -0.00468], [4.61254, -1.96826, -0.79631], [5.53238, -1.36636, -3.01310], [4.42353, 0.35931, -4.38768], [2.38676, 1.47724, -3.57803], [-1.37452, -2.21805, -2.62417], [0.13686, -1.92869, -1.69302], [0.61160, -3.60693, -1.20031], [-2.05956, -2.86497, -2.08715], [-1.08128, -2.67613, -3.56784], [-1.83811, -1.24978, -2.79836], [1.27756, -4.00133, -1.96511], [-0.26933, -4.23456, -1.11146], [1.13130, -3.55353, -0.24732], [-1.18091, -0.91416, 2.16696], [-1.57255, -1.19022, 3.21583], [-2.05257, -1.52822, 4.48927], [-3.35981, -1.17213, 4.85745], [-3.79968, -1.46363, 6.13119], [-2.96029, -2.11632, 7.02770], [-1.66656, -2.47428, 6.66027], [-1.20385, -2.18741, 5.39431], [-4.00443, -0.67895, 4.14236], [-4.79929, -1.18370, 6.43260], [-3.32035, -2.35721, 8.01869], [-1.02464, -2.97717, 7.36980], [-0.20364, -2.46765, 5.09164], [-3.42217, -3.86572, -0.47059], [-2.91259, -3.35218, 0.62155], [-3.62829, -3.06841, 1.67928], [-1.58977, -3.15023, 0.67182], [-2.06712, -0.61855, -0.34255]],
  "atomic_forces_ev_per_a": [[-0.2465, -0.5714, -1.4811], [0.0415, 0.0778, 0.0305], [-0.0169, -0.1232, -0.1074], [-0.0377, -0.0494, 0.0851], [0.0108, 0.0800, -0.0261], [-0.0876, -0.1794, 0.0287], [0.0392, 0.1124, -0.0078], [-0.2240, -0.0813, 0.1495], [0.8416, 0.9446, -0.6926], [-0.1059, -0.2792, 0.0990], [0.0802, 0.0154, 0.0958], [0.0123, -0.1044, -0.0253], [-0.0483, -0.0497, -0.0113], [-0.0018, 0.0162, 0.0653], [0.1217, -0.0591, -0.0275], [-0.2075, -0.2564, 0.1660], [-0.0526, 0.0878, -0.0842], [-0.0023, -0.0042, 0.0453], [0.0218, -0.0228, -0.0081], [0.0211, 0.0550, -0.0474], [-0.0829, 0.0482, 0.0487], [-0.0769, -0.0437, -0.1689], [-0.0957, 0.0537, 0.0312], [-0.0595, -0.2440, 0.1176], [0.0664, 0.0741, -0.0025], [-0.0273, 0.0038, -0.0611], [-0.0451, 0.0324, -0.0106], [0.0371, 0.0590, -0.0112], [-0.0267, -0.0128, -0.0291], [-0.0394, 0.0847, -0.0271], [0.0837, -0.0253, 0.0153], [0.0073, -0.0003, -0.0140], [0.0134, 0.0213, 0.0034], [0.0259, 0.0051, 0.0140], [0.0193, -0.0084, -0.0302], [-0.1009, 0.0531, 0.1598], [-0.0255, 0.1443, 0.3677], [0.0574, 0.0777, -0.0423], [0.0063, 0.0050, 0.0520], [0.0361, 0.0283, -0.0047], [0.0252, -0.0086, -0.0310], [0.0217, 0.0375, 0.0068], [-0.0304, 0.0639, 0.0590], [0.0378, -0.0504, -0.0128], [-0.2102, -0.2102, 1.0072], [0.0461, 0.0355, -0.5044], [-0.2301, -0.1549, 0.7303], [0.1345, 0.0447, -0.2235], [-0.0542, -0.0426, 0.0883], [0.0370, 0.0094, -0.1001], [-0.0592, -0.0527, 0.1064], [0.0248, 0.1052, -0.2134], [-0.0137, 0.0283, 0.0323], [-0.0129, -0.0239, -0.0277], [0.0140, 0.0371, 0.0183], [0.0102, -0.0212, -0.0262], [0.0147, 0.0181, 0.0350], [-0.0683, 0.0736, 0.0583], [0.2868, -0.0310, 0.0339], [-0.0777, 0.0620, -0.0206], [-0.2319, -0.2684, -0.0044], [0.4035, 0.3842, 0.3342]],
  "mulliken_charge": [0.822, -0.239, 0.555, 0.237, -0.248, 0.504, -0.365, -0.214, 0.505, 1.235, -0.490, -0.915, -0.574, -0.815, -0.836, 1.231, -0.241, -0.772, -0.617, -0.859, -0.380, 0.066, -0.229, 0.432, -0.304, 0.566, 0.478, 0.448, 0.475, 0.416, 0.327, 0.474, 0.437, 0.460, 0.498, -1.002, 0.636, -1.225, 0.288, 0.479, 0.245, 0.417, 0.382, 0.362, -0.208, -0.269, 0.758, -0.306, -0.727, -0.317, -0.719, -0.347, 0.475, 0.421, 0.429, 0.421, 0.468, -0.213, 0.353, -0.142, -0.062, -0.666]
}

---

[2]
{
  "formula": "C2H3ClN2O",
  "method": "the ωB97M-V functional and the def2-TZVPD basis",
  "homo_lumo_gap_ev": [7.22, 6.50],
  "lumo_ev": [0.905, -3.660],
  "spin_multiplicity": 3,
  "molar_mass_g_mol": 106.51,
  "e_above_lowest_kj_mol": 0.0,
  "symbols": ["C", "C", "N", "N", "O", "Cl", "H", "H", "H"],
  "positions_angstrom": [[0.08945, -0.81102, 0.42856], [0.73056, 0.55554, 0.00854], [-1.05398, -1.16424, 0.13863], [-0.04052, 1.20873, -0.90522], [1.70842, 0.93295, 0.56859], [0.94650, -1.64380, 1.69394], [-1.56012, -1.95541, 0.44138], [-1.04838, 0.91925, -0.93078], [0.22807, 1.95801, -1.44364]],
  "atomic_forces_ev_per_a": [[5.5875, 3.5207, 0.1190], [-2.6242, -2.3424, 0.6547], [-3.5860, -1.1985, -0.3709], [-2.6774, -2.3948, 0.8847], [1.9880, 0.7589, 0.1828], [-0.2796, 0.1358, -0.0481], [-1.0145, -0.7890, -0.3200], [1.6596, 0.4072, -0.1859], [0.9467, 1.9021, -0.9163]],
  "mulliken_charge": [0.507, 0.284, -0.450, -0.353, -0.496, -0.129, 0.252, 0.214, 0.172]
}

---

[3]
{
  "formula": "C23H45BrIN3O11P2S",
  "method": "the ωB97M-V functional and the def2-TZVPD basis",
  "homo_lumo_gap_ev": 3.19,
  "lumo_ev": -1.492,
  "spin_multiplicity": 1,
  "molar_mass_g_mol": 840.45,
  "symbols": ["C", "O", "C", "N", "C", "N", "C", "C", "C", "O", "Br", "C", "C", "C", "I", "C", "C", "C", "C", "C", "S", "O", "O", "O", "P", "O", "O", "O", "N", "C", "C", "O", "C", "C", "O", "P", "C", "C", "H", "H", "H", "H", "H", "H", "H", "H", "H", "H", "H", "H", "H", "H", "H", "H", "H", "H", "H", "H", "H", "H", "H", "H", "H", "H", "H", "H", "H", "H", "H", "H", "H", "H", "H", "H", "H", "H", "C", "C", "C", "O", "H", "H", "H", "H", "H", "H", "H"],
  "positions_angstrom": [[2.91141, -0.67201, 4.05365], [2.95103, -1.50719, 2.87204], [2.73007, -0.74577, 1.67598], [1.30993, -0.87733, 1.14837], [0.52750, 0.18198, 0.95133], [0.82883, 1.57077, 1.22099], [-0.15725, 2.54573, 0.61160], [-0.00485, 3.78365, 1.66521], [-0.72711, 5.12252, 1.18567], [-0.03559, 5.94787, 0.52684], [-2.59151, 5.64612, 1.56510], [0.19353, 2.90075, -0.92396], [1.62743, 2.36371, -1.39997], [1.65364, 2.35917, -3.03523], [3.20087, 3.71214, -0.69986], [-1.46446, 1.59216, 0.80181], [-1.90233, 1.34951, 2.36366], [-3.00469, 0.18141, 2.52834], [-3.07142, -0.18600, 4.12014], [-2.21938, -1.52504, 4.35828], [-2.70537, -2.44883, 5.89413], [-3.88315, -3.37050, 5.63639], [-2.89238, -1.56309, 7.08868], [-1.39814, -3.47262, 6.24131], [-3.10367, 2.12494, 0.03483], [-2.96080, 3.18813, -1.07455], [-3.98904, 0.83108, -0.68276], [-4.19872, 2.82055, 1.17807], [-0.88083, 0.24814, 0.46453], [-1.01993, -0.23511, -0.94701], [-1.87553, -1.59945, -1.09549], [-1.25314, -2.31410, -2.22667], [-1.78847, -3.61885, -2.34970], [-0.90828, -4.64872, -3.23818], [-2.88015, -3.99216, -1.86482], [0.75326, -2.53872, 0.80985], [1.92640, -3.31430, -0.45296], [0.57853, -3.57592, 2.38053], [3.82087, 0.02530, 4.16084], [2.92638, -1.34407, 4.98872], [1.96343, -0.03588, 4.12825], [3.02757, 0.33426, 1.89259], [3.42432, -1.13928, 0.84698], [1.81160, 1.87239, 1.25011], [1.12899, 4.01471, 1.67526], [-0.28535, 3.49581, 2.73184], [-0.57549, 2.46897, -1.67168], [0.18550, 4.03801, -1.13269], [1.86741, 1.29216, -1.09332], [2.69344, 2.63681, -3.40698], [0.80088, 2.96539, -3.48979], [1.47057, 1.26275, -3.34534], [-1.01233, 1.03802, 3.02061], [-2.28585, 2.33848, 2.82693], [-2.74598, -0.77236, 1.94562], [-4.06722, 0.50433, 2.25393], [-2.63595, 0.64517, 4.77193], [-4.17675, -0.29143, 4.44066], [-1.10568, -1.23783, 4.43811], [-2.35479, -2.23825, 3.47842], [-1.47951, -4.27729, 5.66286], [-4.19016, 0.16489, 0.02534], [-5.00878, 2.26477, 1.21619], [0.03010, -0.48187, -1.36803], [-1.47986, 0.51323, -1.67314], [-1.85222, -2.22802, -0.13436], [-2.96161, -1.43359, -1.39865], [-1.38044, -4.81899, -4.27745], [-0.69158, -5.62424, -2.68325], [0.12570, -4.17075, -3.44295], [1.35141, -3.44844, -1.44655], [2.77615, -2.57442, -0.69975], [2.33785, -4.34601, -0.14183], [-0.05494, -3.03561, 3.15900], [1.64055, -3.76181, 2.80297], [0.13319, -4.60050, 2.08244], [4.42642, 0.66664, -6.97481], [3.10216, 0.86171, -6.21124], [2.36158, 2.08042, -6.79624], [3.39328, 1.12560, -4.92915], [5.08311, 1.54039, -6.89739], [4.97721, -0.20341, -6.60117], [4.23342, 0.49678, -8.04342], [2.47748, -0.01948, -6.45860], [2.94814, 3.00245, -6.71291], [1.40211, 2.24416, -6.29222], [2.14741, 1.92531, -7.86283]],
  "atomic_forces_ev_per_a": [[0.0100, 0.3208, 1.7074], [-0.6164, 1.4508, -0.7183], [1.5948, 0.6131, -0.0921], [0.9181, 0.1797, 0.8613], [-2.2711, 4.9465, -0.3319], [0.1456, -3.4385, -0.8211], [-0.3837, 0.2790, 1.0195], [-0.1088, 0.1103, -0.3450], [3.7254, 2.9721, -2.5931], [-3.1890, -3.6348, 2.8661], [1.1752, -0.8214, 0.0816], [0.4606, -0.0362, -0.6071], [-1.3536, -0.0572, -1.8448], [-0.0433, -0.9331, 0.8454], [-0.3973, -0.6483, 0.2692], [0.8156, -0.6903, 2.7627], [-0.2473, 0.4325, 0.4346], [0.0415, 0.2311, 1.2717], [-0.4612, -0.2999, -0.0875], [0.4805, 0.6530, -0.4553], [-3.3581, -1.8172, 3.1964], [3.6756, 2.6853, -0.2355], [1.4399, -1.8680, -3.6892], [-1.3317, 1.0012, -1.3899], [-2.9903, 3.5977, -4.7000], [0.5340, -3.1994, 3.2951], [1.6035, 1.0579, 3.0654], [1.6524, -2.4694, -1.3209], [1.6386, -1.0515, -0.8482], [0.2459, -1.9211, -1.6746], [-0.5098, 0.5491, 0.0351], [-1.0751, -2.2493, 1.3001], [-1.7936, -1.6132, -0.1865], [1.0622, 1.4640, -0.1455], [3.7336, 1.7813, -1.1212], [-2.5463, -0.9407, -1.1632], [0.9328, 0.0641, -0.5378], [2.1214, -0.3768, 0.5392], [-1.2476, -1.0441, -0.5486], [-0.0478, 0.8133, -1.6841], [1.1261, -0.8456, -0.3427], [-0.6356, -1.2657, -0.5419], [-1.1235, 0.4694, 1.3760], [-0.5543, -0.1319, -0.0254], [-1.9165, -0.0229, -0.2049], [0.0649, 0.2360, -1.5582], [1.0856, 0.5741, 1.5232], [-0.1180, -1.8528, 0.6519], [-0.1699, 1.6127, -0.0735], [-1.6346, -0.5608, 0.0520], [1.3415, -0.4077, 0.7387], [0.5450, 1.7381, 0.2522], [-1.0153, 0.4390, -1.2608], [0.3823, -1.6738, -0.8062], [-0.2251, 1.5315, 0.6887], [1.5990, -0.2813, 0.2128], [-0.5814, -1.1002, -1.0096], [1.8681, -0.1480, -0.4930], [-1.6697, -0.6306, 0.0863], [0.0811, 0.7187, 1.3869], [-0.1838, 0.9123, 0.6964], [0.1067, 0.4467, -0.9318], [0.5778, 0.4889, -0.0610], [-1.6824, 0.4266, 0.5658], [0.6729, -0.6170, 1.3432], [0.1384, 0.9555, -1.5873], [1.4595, 0.0889, 0.5494], [0.4848, 0.1737, 1.9348], [-0.8328, 1.4152, -0.7299], [-1.6897, -0.6620, 0.2753], [0.6825, 0.3065, 1.7956], [-1.0906, -1.3565, 0.4281], [-0.5055, 1.7908, -0.2995], [0.7974, -0.7565, -1.2039], [-1.8838, 0.1373, -0.2966], [0.5148, 1.8632, 0.3049], [-0.0976, -0.3269, -0.9326], [1.2757, 1.6180, -0.0399], [-0.3441, -0.1247, -0.8789], [-0.4775, -0.7016, 1.3575], [-0.2251, 0.0057, 0.2099], [-0.1424, 0.0933, 0.1279], [0.1227, -0.0556, -0.1333], [-0.2573, -0.4051, 0.2755], [0.1116, -0.2169, 0.1753], [0.1052, -0.0997, 0.0894], [-0.1220, 0.1095, -0.0957]],
  "mulliken_charge": [-0.587, -0.292, -0.780, 0.810, -1.651, 0.062, 1.015, -0.081, 0.022, -0.462, -0.112, -1.140, -0.227, -0.860, 0.079, -0.465, -1.503, 0.034, -0.874, -0.295, 1.180, -0.618, -0.602, -0.511, 0.965, -0.720, -0.603, -0.514, 1.111, -0.282, -0.782, -0.263, 0.657, -0.965, -0.539, 0.534, -0.854, -0.748, 0.300, 0.270, 0.194, 0.335, 0.306, 0.512, 0.380, 0.426, 0.331, 0.602, 0.174, 0.397, 0.212, 0.189, 0.503, 0.553, -0.038, 0.148, 0.331, 0.499, 0.061, 0.339, 0.357, 0.462, 0.377, 0.169, 0.383, 0.229, 0.552, 0.305, 0.294, 0.257, 0.001, 0.268, 0.375, -0.005, 0.360, 0.396, -1.490, 0.597, -1.312, -0.852, 0.323, 0.324, 0.401, 0.099, 0.272, 0.241, 0.452]
}

---

[4]
{
  "formula": "C3H4O3",
  "method": "the ωB97M-V functional and the def2-TZVPD basis",
  "homo_lumo_gap_ev": 9.42,
  "lumo_ev": -0.049,
  "spin_multiplicity": 1,
  "molar_mass_g_mol": 88.06,
  "e_above_lowest_kj_mol": 360.9,
  "symbols": ["O", "C", "C", "O", "C", "O", "H", "H", "H", "H"],
  "positions_angstrom": [[2.14189, 0.48518, 0.19801], [0.98915, -0.26961, 0.40041], [-0.21972, 0.46030, -0.15728], [-0.08756, 1.51033, -0.76882], [-1.56692, -0.00528, 0.19868], [-2.05484, -0.86902, -0.64659], [1.85803, 1.25782, -0.32483], [1.04778, -1.25027, -0.10540], [0.82340, -0.46907, 1.47007], [-2.94746, -0.92069, -0.25224]],
  "atomic_forces_ev_per_a": [[0.0004, 0.1294, -0.1070], [-0.1822, -0.1628, 0.0628], [0.3465, 0.3059, -0.1715], [-0.0737, -0.4827, 0.2201], [0.5671, 0.3430, -0.0382], [-0.8356, 0.6415, 0.9467], [0.1102, -0.0928, 0.0691], [-0.0002, 0.1619, 0.0673], [0.0487, 0.0533, -0.1709], [0.0188, -0.8966, -0.8785]],
  "mulliken_charge": [-0.509, -0.429, 1.117, -0.611, -0.699, -0.279, 0.372, 0.243, 0.296, 0.498]
}

---

Number 1: energy -170824.5098 eV. Number 2: energy -19668.5121 eV. Number 3: energy -159120.4031 eV. Number 4: energy -9314.9605 eV.